[1]
Formula: C5H6O
Source: the OMol25 dataset
Level of theory: ωB97M-V with the def2-TZVPD basis set

```
12
Properties=species:S:1:pos:R:3
C 2.37732 0.30900 -0.18870
C 1.47525 -0.45675 0.03890
C 0.18578 -1.09711 0.32378
C -0.75685 0.06972 0.56197
C -1.28814 0.78741 -0.58846
O -2.11701 -0.05713 0.21151
H 3.15735 1.00816 -0.39138
H 0.23926 -1.76340 1.19207
H -0.16764 -1.69098 -0.52725
H -0.55759 0.62587 1.47924
H -1.07025 0.40755 -1.58791
H -1.47749 1.85765 -0.52378
```

Its structure (SMILES) is C#CC[C@H]1CO1. As for the LUMO energy: 1.06 eV. Its relative energy (zero: lowest compared OMol25 entry of this formula, charge and spin) is 274.7 kJ/mol. The HOMO-LUMO gap is 11.2 eV.

[2]
Formula: C14H24N2O9
Source: the OMol25 dataset
Level of theory: ωB97M-V with the def2-TZVPD basis set

```
49
Properties=species:S:1:pos:R:3
C 2.75207 2.54084 -0.07097
C 2.13467 3.69187 -1.00162
N 1.02158 3.24301 -1.90542
C -0.06204 2.65846 -1.10853
C -0.74902 3.32897 -0.05009
N -0.59942 4.67270 0.51416
C -1.77971 2.26437 0.51853
O -2.62543 2.52039 1.44567
O -1.54333 1.00179 -0.16142
C -0.62493 1.15810 -1.25154
O -0.28475 0.31512 -2.11204
H 3.33231 1.74008 -0.67277
H 3.47478 3.07173 0.66300
H 1.99572 1.98538 0.57926
H 1.84264 4.62983 -0.39490
H 2.99031 4.02795 -1.70733
H 1.38185 2.48051 -2.51753
H -0.96883 5.34030 -0.17898
H -1.15354 4.79982 1.37301
C -4.32216 0.02733 0.79013
C -4.04060 -1.29904 1.47248
O -5.01400 -1.58169 2.48635
C -6.21529 -1.98149 2.04397
O -6.53940 -2.12731 0.88908
O -7.01344 -2.16965 3.11072
C -8.36045 -2.49335 2.77167
H -4.39586 0.82871 1.52803
H -3.53859 0.27896 0.08143
H -5.27347 0.00107 0.25336
H -3.07192 -1.24524 1.97435
H -3.98547 -2.12081 0.75225
H -8.40440 -3.35774 2.10538
H -8.84674 -1.62942 2.31442
H -8.88770 -2.74133 3.69378
C 4.79160 -3.10814 0.92304
C 6.11188 -2.67588 0.31030
O 6.11228 -2.86104 -1.11039
C 5.40727 -1.96236 -1.81380
O 4.79005 -1.02672 -1.36177
O 5.48137 -2.29632 -3.11393
C 4.67931 -1.47929 -3.96524
H 4.55731 -4.13763 0.63998
H 4.83015 -3.03819 2.01214
H 3.96623 -2.48630 0.56976
H 6.91378 -3.30171 0.70780
H 6.35534 -1.63979 0.56350
H 4.91022 -0.42025 -3.83006
H 3.62134 -1.67032 -3.77513
H 4.90166 -1.75178 -4.99764
```

Its structure (SMILES) is CCNC1=C(N)C(=O)OC1=O.CCOC(=O)OC.CCOC(=O)OC. As for the LUMO energy: -1.00 eV. The HOMO-LUMO gap is 8.2 eV.

[3]
Formula: C6H14N5
Source: the OMol25 dataset
Level of theory: ωB97M-V with the def2-TZVPD basis set

```
25
Properties=species:S:1:pos:R:3
C 0.18887 0.40728 -3.38264
C 0.98187 -1.50676 -0.44791
C 0.16884 -0.46324 -2.14364
C -0.70261 -1.51008 -1.93436
N 1.17708 -0.46771 -1.23663
N -0.16910 -2.16862 -0.71989
H 1.73179 -1.74610 0.29093
H -0.54705 -2.86504 -0.14079
H -1.53875 -1.78307 -2.57465
H -0.49317 -0.00658 -4.11688
H 1.18885 0.89766 -3.70613
H -0.18062 1.41740 -3.22671
C 0.96759 2.03075 1.50642
C -0.64159 0.27159 1.86479
N -0.44175 1.57349 1.31306
N -1.92272 -0.35804 1.65352
N 0.28367 -0.26234 2.71731
H -0.77351 1.70525 0.37700
H -2.56914 0.33893 1.38007
H -2.24832 -0.79287 2.41667
H 1.16806 -0.04168 2.55859
H 0.17428 -1.10644 3.17235
H 1.69506 1.59384 0.66593
H 1.36548 1.76031 2.50274
H 1.13686 3.08206 1.21086
```

As for the LUMO energy: -3.65 eV. Its relative energy (zero: lowest compared OMol25 entry of this formula, charge and spin) is 248.5 kJ/mol. The HOMO-LUMO gap is 8.1 eV. Its charge is +1.

[4]
Formula: C5H9P
Source: the OMol25 dataset
Level of theory: ωB97M-V with the def2-TZVPD basis set

```
15
Properties=species:S:1:pos:R:3
P 1.99472 -0.79657 1.32057
C 0.67388 0.47854 0.46879
C 0.65922 0.32693 -0.97929
C -0.51505 0.01424 -1.53806
C -1.59708 -0.01380 -0.39018
C -0.79963 0.47369 0.79435
H 1.71032 -2.02733 0.80223
H 1.35416 -1.03757 2.51121
H 0.99294 1.45208 0.80635
H 1.51063 0.39891 -1.53507
H -0.78849 -0.40806 -2.55548
H -2.36602 0.70383 -0.71250
H -2.01325 -1.02478 -0.35720
H -1.13840 1.45962 0.97289
H -1.13357 0.00257 1.72857
```

Its structure (SMILES) is P[C@H]1C=CCC1. As for the LUMO energy: 1.09 eV. Its relative energy (zero: lowest compared OMol25 entry of this formula, charge and spin) is 55.4 kJ/mol. The HOMO-LUMO gap is 9.8 eV.